{
  "formula": "C5H13NO",
  "method": "wB97M-V/def2-TZVPD",
  "fmax_ev_per_a": 1.5,
  "gap_ev": [6.85, 9.07],
  "e_above_lowest_kcal_mol": 175.1,
  "lumo_energy_ev": [0.45, 0.91],
  "total_charge": 0,
  "homo_energy_ev": [-6.394, -8.159],
  "species": ["O", "N", "C", "C", "C", "C", "C", "H", "H", "H", "H", "H", "H", "H", "H", "H", "H", "H", "H", "H"],
  "positions_angstrom": [[-0.899, 1.161, 2.442], [-1.461, 0.501, 1.330], [-0.934, -1.431, -1.352], [0.981, 2.049, 0.253], [1.216, -1.406, 0.063], [0.355, -0.766, -0.979], [-0.033, 1.394, -0.305], [-1.524, -1.669, -0.466], [0.898, -0.309, -1.799], [-0.276, 0.281, -0.053], [0.629, -1.693, 0.938], [-0.732, -2.370, -1.886], [1.684, -2.316, -0.335], [1.558, 1.635, 1.070], [1.214, 3.061, -0.054], [-2.167, 1.179, 1.041], [2.022, -0.736, 0.373], [-0.646, 1.758, -1.118], [-1.535, -0.804, -2.015], [-0.350, 0.483, 2.853]]
}

***

{
  "formula": "C5H13NO",
  "method": "wB97M-V/def2-TZVPD",
  "fmax_ev_per_a": 0.7,
  "gap_ev": 10.78,
  "e_above_lowest_kcal_mol": 3.6,
  "lumo_energy_ev": 0.82,
  "total_charge": 0,
  "homo_energy_ev": -9.959,
  "species": ["O", "N", "C", "C", "C", "C", "C", "H", "H", "H", "H", "H", "H", "H", "H", "H", "H", "H", "H", "H"],
  "positions_angstrom": [[0.925, 0.663, 1.293], [-0.793, 0.445, 2.741], [0.908, -0.166, -3.163], [0.120, -0.098, -1.846], [0.065, -1.556, 1.641], [0.095, -0.055, 1.807], [-1.073, 0.863, -1.769], [-0.946, -1.959, 1.709], [0.399, -0.825, -3.863], [-1.586, -0.130, 2.989], [1.073, 0.819, -3.601], [-1.015, 1.425, 2.669], [-1.810, 0.492, -1.053], [0.679, -1.993, 2.443], [1.883, -0.608, -2.946], [-0.770, 1.826, -1.356], [0.753, 0.146, -1.004], [-1.540, 1.036, -2.735], [0.484, -1.853, 0.693], [-0.225, -1.109, -1.625]]
}

***

{
  "formula": "C5H13NO",
  "method": "wB97M-V/def2-TZVPD",
  "fmax_ev_per_a": 2.1,
  "gap_ev": 10.27,
  "e_above_lowest_kcal_mol": 28.7,
  "lumo_energy_ev": 0.82,
  "total_charge": 0,
  "homo_energy_ev": -9.452,
  "species": ["O", "N", "C", "C", "C", "C", "C", "H", "H", "H", "H", "H", "H", "H", "H", "H", "H", "H", "H", "H"],
  "positions_angstrom": [[3.087, -0.514, -0.478], [0.252, -0.318, -0.956], [-1.537, -1.173, 0.519], [-1.287, 0.324, 0.906], [-0.414, 0.818, -0.295], [0.663, 1.765, 0.268], [-0.366, -1.550, -0.436], [2.135, -0.706, -0.421], [1.404, 2.114, -0.459], [-0.696, 0.231, 1.881], [0.291, -2.186, 0.171], [-2.553, -1.245, 0.128], [0.016, -0.301, -1.979], [0.165, 2.714, 0.556], [1.172, 1.320, 1.109], [-0.820, -2.171, -1.250], [-1.335, -1.824, 1.350], [-1.174, 1.294, -0.914], [3.161, 0.417, -0.695], [-2.165, 0.992, 0.995]]
}

***

{
  "formula": "C5H13NO",
  "method": "wB97M-V/def2-TZVPD",
  "fmax_ev_per_a": 2.1,
  "gap_ev": 10.67,
  "e_above_lowest_kcal_mol": 7.4,
  "lumo_energy_ev": 0.82,
  "total_charge": 0,
  "homo_energy_ev": -9.851,
  "species": ["O", "N", "C", "C", "C", "C", "C", "H", "H", "H", "H", "H", "H", "H", "H", "H", "H", "H", "H", "H"],
  "positions_angstrom": [[-0.968, 0.912, 1.766], [-0.022, 2.849, 1.209], [-1.733, 1.876, -0.267], [1.989, -1.193, -0.419], [-0.029, -2.687, -0.413], [0.460, -1.265, -0.473], [-0.835, 1.788, 0.928], [-2.276, 0.953, -0.436], [-1.148, 2.030, -1.167], [2.288, -0.141, -0.454], [-1.107, -2.820, -0.430], [-2.476, 2.668, -0.203], [2.407, -1.587, 0.498], [0.111, -0.807, 0.426], [0.277, -3.351, 0.406], [2.425, -1.752, -1.252], [0.370, 2.811, 2.134], [-0.069, 3.710, 0.695], [0.273, -3.301, -1.240], [0.061, -0.694, -1.308]]
}

***

{
  "formula": "C5H13NO",
  "method": "wB97M-V/def2-TZVPD",
  "fmax_ev_per_a": 1.5,
  "gap_ev": 10.07,
  "e_above_lowest_kcal_mol": 41.9,
  "lumo_energy_ev": 0.91,
  "total_charge": 0,
  "homo_energy_ev": -9.165,
  "species": ["O", "N", "C", "C", "C", "C", "C", "H", "H", "H", "H", "H", "H", "H", "H", "H", "H", "H", "H", "H"],
  "positions_angstrom": [[4.081, 0.692, -0.297], [0.751, -0.993, -0.915], [0.714, -0.034, -1.705], [0.188, -0.941, 0.417], [-2.222, 0.006, 0.370], [-0.751, 0.231, 0.775], [-3.238, 0.666, 1.273], [4.356, -0.215, -0.482], [-0.402, 1.163, 0.334], [-0.674, 0.385, 1.844], [1.030, -0.917, 1.108], [-3.888, -0.040, 1.788], [0.123, 0.885, -1.594], [-2.399, -1.064, 0.233], [4.273, 1.238, -1.063], [-0.398, -1.848, 0.564], [-3.990, 1.276, 0.761], [1.263, -0.009, -2.647], [-2.286, 0.366, -0.657], [-2.819, 1.281, 2.060]]
}

***

{
  "formula": "C5H13NO",
  "method": "wB97M-V/def2-TZVPD",
  "fmax_ev_per_a": 0.9,
  "gap_ev": 9.42,
  "e_above_lowest_kcal_mol": 25.4,
  "lumo_energy_ev": 0.86,
  "total_charge": 0,
  "homo_energy_ev": -8.563,
  "species": ["O", "N", "C", "C", "C", "C", "C", "H", "H", "H", "H", "H", "H", "H", "H", "H", "H", "H", "H", "H"],
  "positions_angstrom": [[-2.137, 1.061, -0.451], [1.302, -0.240, 0.030], [1.350, -1.185, 1.130], [-0.097, 0.784, -1.704], [0.062, -1.361, 1.944], [0.299, -0.503, -0.996], [-0.931, 1.718, -0.822], [2.111, -0.806, 1.815], [-0.633, -0.949, -0.621], [-1.136, 2.632, -1.371], [-2.844, 1.730, -0.399], [1.697, -2.151, 0.755], [-0.237, -0.371, 2.322], [-0.378, 1.983, 0.080], [0.804, 1.310, -2.007], [-0.672, 0.609, -2.607], [0.752, -1.204, -1.702], [1.158, 0.701, 0.378], [-0.760, -1.798, 1.393], [0.290, -1.959, 2.834]]
}

***

{
  "formula": "C5H13NO",
  "method": "wB97M-V/def2-TZVPD",
  "s2": 0.759,
  "spin_multiplicity": 2,
  "fmax_ev_per_a": 3.3,
  "gap_ev": [10.11, 5.63],
  "e_above_lowest_kcal_mol": 95.4,
  "lumo_energy_ev": [-3.48, -7.68],
  "total_charge": 1,
  "homo_energy_ev": [-13.587, -13.311],
  "species": ["O", "N", "C", "C", "C", "C", "C", "H", "H", "H", "H", "H", "H", "H", "H", "H", "H", "H", "H", "H"],
  "positions_angstrom": [[-0.012, -4.066, -0.953], [1.941, 0.450, -0.709], [-1.598, 0.940, 0.158], [2.391, 1.477, 0.219], [-0.447, 0.194, 0.315], [0.521, -0.022, -0.981], [-2.938, 0.749, 0.978], [-3.989, 0.772, 0.472], [-2.873, 1.461, 1.736], [0.101, 0.054, 1.287], [1.802, 2.399, 0.254], [2.678, -0.156, -1.007], [0.249, -3.280, -0.503], [0.511, -1.149, -1.073], [2.207, 1.454, 1.256], [-1.400, 1.603, -0.610], [0.145, 0.398, -1.980], [-2.696, -0.288, 1.441], [3.396, 1.732, -0.008], [0.009, -4.720, -0.291]]
}

***

{
  "formula": "C5H13NO2",
  "method": "wB97M-V/def2-TZVPD",
  "fmax_ev_per_a": 5.2,
  "gap_ev": 5.07,
  "e_above_lowest_kcal_mol": 199.7,
  "lumo_energy_ev": -3.05,
  "total_charge": 0,
  "homo_energy_ev": -8.118,
  "species": ["O", "O", "N", "C", "C", "C", "C", "C", "H", "H", "H", "H", "H", "H", "H", "H", "H", "H", "H", "H", "H"],
  "positions_angstrom": [[-2.547, -0.190, 0.431], [-0.651, -1.780, 0.440], [-1.019, 0.008, -1.425], [-0.272, 1.030, -0.728], [-2.426, -0.178, -1.118], [3.129, -0.227, -0.092], [1.894, -0.114, -0.518], [1.231, 1.164, -0.658], [0.527, 0.719, 3.934], [-0.259, 0.635, 3.993], [-0.492, -0.859, -1.304], [-0.519, 0.978, 0.356], [3.848, -0.937, -0.373], [1.503, 2.144, -0.212], [1.274, -0.905, -0.940], [-2.632, -1.189, -1.483], [-0.453, -2.363, 1.140], [-3.238, 0.426, -1.431], [-0.708, 1.966, -0.847], [3.490, 0.736, 0.254], [-1.681, -1.064, 0.583]]
}

***

{
  "formula": "C5H13NO2",
  "method": "wB97M-V/def2-TZVPD",
  "fmax_ev_per_a": 2.5,
  "gap_ev": 9.80,
  "e_above_lowest_kcal_mol": 26.5,
  "lumo_energy_ev": 0.80,
  "total_charge": 0,
  "homo_energy_ev": -9.001,
  "species": ["O", "O", "N", "C", "C", "C", "C", "C", "H", "H", "H", "H", "H", "H", "H", "H", "H", "H", "H", "H", "H"],
  "positions_angstrom": [[1.335, 2.092, -0.818], [1.750, -5.038, -0.011], [-0.479, 1.236, 0.255], [0.140, 1.724, -0.877], [0.995, -0.583, 0.934], [-0.692, 1.872, -2.146], [-1.891, 0.954, 0.297], [0.280, 0.663, 1.426], [-1.457, 1.081, -2.227], [1.615, -1.035, 1.726], [-1.192, 2.853, -2.204], [1.076, 1.402, 1.640], [-2.364, 1.847, -0.146], [-2.231, 0.858, 1.342], [1.647, -0.323, 0.083], [0.001, 1.779, -2.999], [2.567, -5.514, 0.261], [1.154, -5.103, 0.769], [-0.289, 0.500, 2.362], [-2.223, 0.065, -0.265], [0.257, -1.329, 0.596]]
}

***

{
  "formula": "C5H13NO2",
  "method": "wB97M-V/def2-TZVPD",
  "fmax_ev_per_a": 0.8,
  "gap_ev": 9.92,
  "e_above_lowest_kcal_mol": 18.9,
  "lumo_energy_ev": 0.69,
  "total_charge": 0,
  "homo_energy_ev": -9.229,
  "species": ["O", "O", "N", "C", "C", "C", "C", "C", "H", "H", "H", "H", "H", "H", "H", "H", "H", "H", "H", "H", "H"],
  "positions_angstrom": [[2.205, 0.898, 1.288], [1.966, -0.882, 2.625], [-1.736, 0.823, 0.845], [1.780, 0.382, 2.276], [-0.109, 0.044, -0.833], [0.396, -1.211, -1.543], [-0.758, 1.000, -1.829], [-1.102, -0.348, 0.268], [-1.123, 1.887, -1.318], [1.169, 0.887, 3.041], [-1.023, 1.442, 1.228], [-0.420, -1.708, -2.063], [-1.905, -0.957, -0.171], [-0.036, 1.298, -2.587], [2.507, -1.346, 1.962], [-2.358, 0.554, 1.599], [0.740, 0.558, -0.375], [-0.578, -0.970, 1.013], [0.825, -1.914, -0.830], [1.161, -0.951, -2.271], [-1.603, 0.514, -2.322]]
}

***

{
  "formula": "C5H13NO2",
  "method": "wB97M-V/def2-TZVPD",
  "fmax_ev_per_a": 1.8,
  "gap_ev": 9.00,
  "e_above_lowest_kcal_mol": 51.3,
  "lumo_energy_ev": 0.66,
  "total_charge": 0,
  "homo_energy_ev": -8.337,
  "species": ["O", "O", "N", "C", "C", "C", "C", "C", "H", "H", "H", "H", "H", "H", "H", "H", "H", "H", "H", "H", "H"],
  "positions_angstrom": [[2.395, 0.494, 1.812], [1.175, 1.899, -3.083], [-0.745, 0.812, 1.214], [-0.229, -0.554, -1.240], [-1.113, -1.227, 2.453], [-0.935, -0.320, -2.330], [-0.554, -1.262, 0.014], [-0.743, -0.569, 1.142], [-0.515, 1.340, 0.386], [0.824, -0.276, -1.349], [1.378, 1.952, -2.144], [-1.047, -0.540, 3.298], [2.624, -0.403, 1.537], [-1.985, -0.580, -2.409], [-0.377, -1.988, 2.727], [-2.107, -1.668, 2.387], [-0.676, -2.338, 0.044], [0.215, 1.994, -3.146], [-0.988, 1.272, 2.072], [1.479, 0.604, 1.526], [-0.620, 0.093, -3.279]]
}

***

{
  "formula": "C5H13NO2",
  "method": "wB97M-V/def2-TZVPD",
  "fmax_ev_per_a": 2.9,
  "gap_ev": 8.61,
  "e_above_lowest_kcal_mol": 69.6,
  "lumo_energy_ev": 0.71,
  "total_charge": 0,
  "homo_energy_ev": -7.903,
  "species": ["O", "O", "N", "C", "C", "C", "C", "C", "H", "H", "H", "H", "H", "H", "H", "H", "H", "H", "H", "H", "H"],
  "positions_angstrom": [[-2.320, -0.313, -1.845], [2.811, -1.466, 2.116], [-2.860, 0.369, 0.831], [0.804, 0.697, 0.664], [-0.587, 1.043, 0.472], [-1.506, 0.161, 0.974], [1.732, 0.067, -1.680], [1.241, -0.229, -0.469], [1.744, 1.037, -2.195], [2.874, -0.512, 2.272], [-2.990, 0.953, -0.011], [-2.008, -0.995, -2.524], [1.195, -1.312, -0.217], [-3.549, -0.392, 0.764], [2.162, -0.578, -2.452], [0.925, 0.144, 1.602], [2.305, -1.596, 1.316], [1.488, 1.550, 0.749], [-1.156, -0.703, 1.531], [-0.817, 1.907, -0.130], [-1.489, 0.168, -1.768]]
}